An isolated molecule of C3H6N2S2 in a non-equilibrium geometry. Source: the Open Molecules 2025 dataset; level of theory: ωB97M-V/def2-TZVPD.

```
13
C3H6N2S2, DFT ωB97M-V/def2-TZVPD
C 0.837 0.307 1.760
N 0.418 0.034 0.344
S 1.650 -0.581 -0.682
C -0.949 0.039 -0.002
N -1.633 -0.102 -1.121
C -1.287 -0.012 -2.342
S -0.129 1.229 -2.919
H 1.016 1.589 1.783
H -0.246 0.044 2.422
H 1.633 -0.457 2.226
H 1.960 -1.498 0.331
H -1.513 0.220 1.086
H -1.756 -0.813 -2.885
```

Its net charge is 0. The value obtained for the LUMO energy is -0.38 eV. Its energy relative to the best compared isomer or geometry (same formula, charge and spin) is 101.0 kcal per mole. The value obtained for the total energy is -1023.64205 Ha. The calculation puts the orbital gap at 7.76 eV. The calculation puts the strongest force on any atom at 6.083 eV/A. Its structure (SMILES) is CN(S)/C=N\C=S. Its spin multiplicity is 1.

These are the natural (NBO) partial charges, in e, on atoms 1 to 8: C -0.442; N -0.591; S 0.254; C 0.379; N -0.529; C 0.044; S -0.285; H 0.251

=====

An isolated molecule of C3H6N2S2 in a non-equilibrium geometry. Source: the Open Molecules 2025 dataset; level of theory: ωB97M-V/def2-TZVPD.

```
13
C3H6N2S2, DFT ωB97M-V/def2-TZVPD
C 0.771 -2.786 -0.533
N 0.672 -1.920 -1.477
N 0.398 -0.634 -1.168
C 0.015 0.024 -0.050
S -0.110 -0.607 1.488
S -0.396 1.684 -0.562
C -0.670 2.562 0.966
H 0.996 -3.811 -0.884
H 0.646 -2.571 0.505
H 0.415 -0.052 -2.001
H 0.248 2.739 1.544
H -1.030 3.543 0.681
H -1.379 2.004 1.569
```

Its net charge is 0. The value obtained for the LUMO energy is 0.22 eV. Its energy relative to the best compared isomer or geometry (same formula, charge and spin) is 38.3 kcal per mole. The value obtained for the total energy is -1023.74196 Ha. The calculation puts the orbital gap at 8.84 eV. The calculation puts the strongest force on any atom at 1.592 eV/A. Its structure (SMILES) is C=NNC(=S)SC. Its spin multiplicity is 1.

These are the natural (NBO) partial charges, in e, on atoms 1 to 8: C -0.120; N -0.234; N -0.419; C -0.086; S -0.146; S 0.262; C -0.752; H 0.184